DFT (ωB97M-V with the def2-TZVPD basis set) results for a gas-phase ion, C39H52N2P (charge +1).

Structure (XYZ):
```
94
Properties=species:S:1:pos:R:3:mulliken_charge:R:1
C 6.7073 0.1652 -2.0820 -1.351
C 5.3039 0.7632 -2.1208 -0.344
C 4.2755 -0.1498 -2.8011 -0.576
C 2.9341 0.5560 -3.1201 -1.481
P 1.3456 0.0243 -2.3841 1.087
C 0.0924 1.0029 -3.3183 -1.488
C 0.3081 2.5211 -3.5621 -1.184
C 0.0446 3.4389 -2.3745 1.254
C -0.2401 4.8956 -2.7310 -1.543
C 1.0273 -1.6885 -2.8983 -1.275
C -0.3647 -2.2047 -2.5090 0.006
C -0.4789 -3.7326 -2.6142 -0.672
C -0.4943 -4.2285 -4.0609 -1.373
H 7.3691 0.8202 -1.5076 0.385
H 6.7094 -0.8223 -1.6094 0.320
H 7.1346 0.0659 -3.0851 0.348
H 4.9636 0.9798 -1.0981 0.255
H 5.3324 1.7209 -2.6550 0.356
H 4.7027 -0.4995 -3.7544 0.491
H 4.1226 -1.0530 -2.1919 0.144
H 3.0125 1.6348 -2.9064 0.575
H 2.7786 0.4737 -4.2057 0.521
H 0.0223 0.5295 -4.3119 0.677
H -0.8957 0.8455 -2.8574 0.663
H 1.3291 2.6991 -3.9302 0.184
H -0.3870 2.7949 -4.3737 0.507
H -0.7978 3.0398 -1.7927 -0.461
H 0.9058 3.4075 -1.6910 0.227
H -0.6405 5.4119 -1.8487 0.299
H 0.6761 5.4110 -3.0375 0.375
H -0.9790 4.9756 -3.5347 0.378
H 1.1610 -1.7334 -3.9938 0.829
H 1.8217 -2.3178 -2.4694 0.558
H -0.6095 -1.9228 -1.4720 -0.214
H -1.1211 -1.7347 -3.1626 0.479
H 0.3529 -4.1950 -2.0640 0.209
H -1.4034 -4.0340 -2.1037 0.464
H -0.6437 -5.3117 -4.0876 0.423
H -1.3056 -3.7527 -4.6294 0.342
H 0.4533 -3.9992 -4.5633 0.294
C -4.4518 3.3516 0.2323 -1.595
N -3.1601 3.6432 0.8537 0.259
C -3.1758 4.6020 1.8924 0.379
C -4.3012 4.6298 2.7474 -0.317
C -4.3879 5.5609 3.7745 -0.720
C -3.3747 6.5059 3.9666 -0.478
C -2.2739 6.5175 3.0984 -0.676
C -2.1837 5.5952 2.0533 -0.050
C -2.0911 2.7997 0.5617 0.961
C -0.7738 3.0677 0.9946 -1.137
C 0.2855 2.2902 0.5340 -1.134
C 0.0414 1.1527 -0.2433 0.334
C 1.1874 0.1864 -0.5891 0.438
C 1.0300 -1.0696 0.3478 -0.980
C 1.7075 -2.2709 0.0938 0.268
C 1.3659 -3.4346 0.7799 -1.279
C 0.4901 -3.3828 1.8865 0.018
N -0.0222 -4.5707 2.4457 0.180
C -0.5393 -5.5877 1.5429 -1.298
C -0.2867 -4.7167 3.8031 0.758
C -1.2124 -5.6855 4.2556 -0.438
C -1.3669 -5.9294 5.6203 -0.688
C -0.5999 -5.2292 6.5611 -0.497
C 0.3216 -4.2660 6.1223 -0.714
C 0.4476 -3.9826 4.7603 -0.258
C 0.0250 -2.1249 2.3093 -0.260
C 0.2818 -0.9947 1.5338 -0.823
C -1.2738 0.8066 -0.5662 -0.335
C -2.3246 1.6313 -0.2057 -1.122
H -4.3096 3.0882 -0.8204 0.461
H -4.9569 2.5221 0.7461 0.426
H -5.0927 4.2356 0.2911 0.450
H -5.1083 3.9157 2.5850 0.406
H -5.2661 5.5511 4.4254 0.369
H -3.4599 7.2452 4.7633 0.374
H -1.4840 7.2577 3.2308 0.370
H -1.3579 5.6645 1.3417 0.371
H -0.5724 3.8868 1.6741 0.807
H 1.3166 2.5532 0.7792 0.473
H 2.1579 0.6460 -0.3112 0.962
H 2.5137 -2.3101 -0.6430 0.549
H 1.7961 -4.3947 0.4861 0.790
H -0.2817 -6.5863 1.9098 0.457
H -1.6347 -5.5250 1.4770 0.322
H -0.1152 -5.4522 0.5473 0.333
H -1.8074 -6.2612 3.5469 0.360
H -2.0893 -6.6735 5.9608 0.377
H -0.7017 -5.4382 7.6254 0.371
H 0.9469 -3.7293 6.8342 0.354
H 1.1502 -3.2178 4.4247 0.403
H -0.5833 -2.0314 3.2128 0.544
H -0.1552 -0.0564 1.8639 0.383
H -1.4816 -0.1185 -1.1015 0.277
H -3.3326 1.3360 -0.5030 0.529
```

The frontier orbital gap comes out at 7.630 eV. As for the charge: +1.

***

DFT (ωB97M-V with the def2-TZVPD basis set) results for a molecular structure, C39H53Br2N5OSiY.

Structure (XYZ):
```
102
Properties=species:S:1:pos:R:3:mulliken_charge:R:1
Y 1.1613 0.4169 -0.7548 -1.362
C 0.1445 -0.7729 -3.6386 -0.915
N 0.1360 0.6001 -3.0964 0.882
C 0.5746 1.4982 -4.1856 -1.429
C -1.1920 1.0506 -2.6516 0.672
C -2.3150 0.7363 -3.3952 -0.221
C -3.5636 1.2292 -3.0527 -1.084
C -3.6702 2.0630 -1.9564 -1.305
C -2.5538 2.3890 -1.2013 -0.235
C -1.2843 1.8972 -1.5213 -0.318
N -0.0964 2.1278 -0.8096 1.994
C 0.2118 3.1801 0.0591 0.905
C -0.6548 3.8137 0.9537 -1.082
C -0.2129 4.8177 1.8042 -0.944
C 1.1102 5.2144 1.7988 -1.139
C 2.0017 4.5770 0.9453 0.117
C 1.5739 3.5632 0.1035 -0.502
N 2.5014 2.8450 -0.7677 1.265
C 3.9018 2.9652 -0.3403 -1.538
C 2.3979 3.4377 -2.1124 -1.301
H -0.4430 -0.8564 -4.5571 0.463
H 1.1761 -1.0352 -3.8864 0.249
H -0.2323 -1.4687 -2.8916 0.127
H -0.0424 1.3283 -5.0738 0.383
H 0.4551 2.5333 -3.8873 0.385
H 1.6154 1.2997 -4.4421 0.362
H -2.2228 0.0982 -4.2614 0.314
H -4.4328 0.9576 -3.6321 0.435
H -4.6320 2.4637 -1.6687 0.444
H -2.6920 3.0425 -0.3596 0.377
H -1.6810 3.4985 1.0326 0.069
H -0.9189 5.2826 2.4784 0.451
H 1.4558 6.0002 2.4537 0.433
H 3.0375 4.8778 0.9525 0.457
H 4.3016 3.9667 -0.5288 0.428
H 3.9894 2.7639 0.7244 0.606
H 4.5115 2.2506 -0.8935 0.173
H 2.7966 4.4577 -2.1027 0.407
H 2.9655 2.8552 -2.8397 0.428
H 1.3550 3.4683 -2.4038 0.160
Br 3.7884 0.1550 -2.7631 -0.071
C 4.1465 -1.7160 -2.4206 -0.737
Br 2.7636 -2.4336 -1.3078 0.125
H 5.1041 -1.7866 -1.9164 0.555
H 4.1365 -2.2348 -3.3732 0.522
C -2.3070 -4.6362 0.6535 -2.076
C -1.0639 -3.8654 0.1975 1.891
C 0.0984 -4.1393 1.1554 -1.520
C -0.6508 -4.4288 -1.1687 -1.639
Si -1.4271 -2.0069 0.0429 -0.465
O -0.1144 -1.2229 -0.5746 2.028
C -2.9640 -1.7977 -1.0170 1.436
C -4.1520 -1.3268 -0.4572 -0.214
C -5.3370 -1.2969 -1.1817 -0.812
C -5.3630 -1.7470 -2.4902 -0.667
C -4.1924 -2.2052 -3.0790 -0.982
C -3.0145 -2.2207 -2.3506 -0.341
C -1.7726 -1.1767 1.7075 0.314
C -1.8595 -1.8069 2.9495 -0.396
C -2.0231 -1.0834 4.1247 -0.981
C -2.1216 0.2980 4.0845 -0.854
C -2.0713 0.9499 2.8606 -0.853
C -1.8985 0.2184 1.6943 0.528
H -2.0845 -5.7061 0.6831 0.545
H -3.1415 -4.4922 -0.0321 0.301
H -2.6483 -4.3504 1.6457 0.277
H 0.2723 -5.2163 1.2286 0.646
H -0.0798 -3.7690 2.1637 0.194
H 1.0278 -3.6888 0.7985 0.025
H -0.3047 -5.4594 -1.0485 0.530
H 0.1614 -3.8611 -1.6272 0.111
H -1.4847 -4.4559 -1.8652 0.351
H -4.1661 -0.9849 0.5705 0.399
H -6.2422 -0.9316 -0.7164 0.437
H -6.2887 -1.7418 -3.0496 0.402
H -4.2000 -2.5542 -4.1035 0.410
H -2.1194 -2.5739 -2.8437 0.253
H -1.7940 -2.8814 3.0219 0.136
H -2.0837 -1.6019 5.0714 0.447
H -2.2552 0.8609 4.9982 0.421
H -2.1654 2.0271 2.8174 0.476
H -1.8788 0.7505 0.7489 0.453
C 3.7349 -0.0772 1.6172 -0.383
C 4.1928 -0.3810 3.0670 -0.847
N 3.0620 -0.3364 3.9843 -0.153
C 2.4028 0.9585 3.8674 -1.095
C 1.8155 1.1388 2.4493 1.204
N 2.2557 0.0230 1.5658 1.268
C 1.7188 -1.2453 2.1276 -0.128
C 2.1085 -1.3765 3.6154 -1.135
H 4.0397 -0.8696 0.9282 0.342
H 4.1574 0.8579 1.2565 -0.089
H 4.9370 0.3462 3.3944 0.366
H 4.6491 -1.3695 3.1315 0.285
H 3.1355 1.7374 4.0867 0.393
H 1.6156 1.0237 4.6195 0.340
H 2.1349 2.0839 2.0045 -0.410
H 0.7227 1.1325 2.4621 -0.548
H 2.1379 -2.0557 1.5334 0.318
H 0.6373 -1.2549 1.9952 -0.629
H 2.5507 -2.3534 3.8163 0.347
H 1.2275 -1.2756 4.2522 0.337
```

The frontier orbital gap comes out at 6.981 eV. As for the charge: +1. The value obtained for the relative energy (zero: lowest compared OMol25 entry of this formula, charge and spin) is 12.94 kJ/mol.

***

DFT (ωB97M-V with the def2-TZVPD basis set) results for a molecular structure, C39H53BrInNO2Si.

Structure (XYZ):
```
98
Properties=species:S:1:pos:R:3:mulliken_charge:R:1
In 0.0000 0.0000 0.0000 0.909
C 1.8139 5.3532 5.3065 -1.482
C 2.7558 4.8013 4.2135 1.614
C 3.8349 3.9428 4.9174 -1.984
C 3.4775 5.9731 3.5120 -1.504
C 1.9317 4.0051 3.1746 -0.366
C 2.1594 2.6413 2.9144 0.130
C 1.4008 1.9527 1.9733 -0.232
Br 1.7810 0.0749 1.6769 -0.023
C 0.3748 2.6088 1.2488 0.165
O -0.3688 1.9188 0.3211 -0.195
C 0.1128 3.9873 1.4822 -1.055
C 0.9081 4.6533 2.4496 -0.171
C -1.0080 4.7358 0.7018 2.472
C -2.3800 4.0813 0.9856 -0.853
C -0.7106 4.7035 -0.8154 -1.386
C -1.1343 6.2292 1.1008 -2.237
H 2.3870 5.9303 6.0644 0.430
H 1.2926 4.5189 5.8240 0.335
H 1.0456 6.0336 4.8852 0.290
H 4.4030 4.5514 5.6543 0.402
H 4.5658 3.5421 4.1819 0.363
H 3.3715 3.0971 5.4702 0.364
H 4.0761 6.5597 4.2423 0.435
H 2.7615 6.6730 3.0341 0.289
H 4.1640 5.5889 2.7267 0.323
H 2.9250 2.0840 3.4316 0.551
H 0.7449 5.6951 2.6582 0.494
H -2.4268 3.0247 0.6610 -0.462
H -3.1896 4.6182 0.4450 0.503
H -2.6053 4.1175 2.0735 0.252
H -0.6789 3.6762 -1.2247 -0.021
H 0.2674 5.1882 -1.0255 0.309
H -1.4974 5.2489 -1.3806 0.431
H -1.3883 6.3349 2.1779 0.388
H -1.9436 6.7260 0.5221 0.399
H -0.1926 6.7804 0.8881 0.399
C 0.9392 -3.0404 -4.3173 -0.786
N 0.1189 -1.8322 -3.9726 0.234
C 0.9654 -0.5909 -3.9018 -1.263
C -0.7031 -2.0556 -2.7204 -1.480
C -1.7657 -1.0177 -2.5122 0.816
C -2.9140 -0.9695 -3.3153 -0.662
C -3.8711 0.0256 -3.1089 -1.142
C -3.6898 0.9747 -2.1035 -0.596
C -2.5534 0.9296 -1.2992 0.860
C -1.5988 -0.0622 -1.5037 -0.027
H 1.4553 -2.8440 -5.2608 0.347
H 0.2618 -3.8899 -4.4378 0.360
H 1.6538 -3.2196 -3.5096 0.290
H -0.5500 -1.6885 -4.7388 0.465
H 1.6423 -0.6769 -3.0477 0.392
H 0.3087 0.2763 -3.8023 0.402
H 1.5277 -0.5113 -4.8362 0.498
H -0.0055 -2.1020 -1.8753 -0.081
H -1.1793 -3.0391 -2.8158 0.646
H -3.0900 -1.7064 -4.0963 0.401
H -4.7679 0.0606 -3.7254 0.365
H -4.4409 1.7455 -1.9409 0.439
H -2.4142 1.6621 -0.5079 -0.924
C -1.7386 0.9053 2.8539 -0.672
Si -1.6927 -0.6309 1.8259 0.215
C -1.0290 -2.0848 2.7610 -1.183
C -3.3261 -1.0309 1.0005 0.591
C -3.3855 -1.9979 -0.0187 -0.251
C -4.5973 -2.3076 -0.6419 -0.622
C -5.7669 -1.6568 -0.2594 -0.611
C -5.7264 -0.6965 0.7479 -0.575
C -4.5166 -0.3856 1.3749 -0.176
H -2.4061 0.7895 3.7135 0.652
H -2.0871 1.7640 2.2718 -0.188
H -0.7434 1.1485 3.2389 0.129
H -1.6989 -2.3688 3.5784 0.397
H -0.0502 -1.8585 3.1949 0.264
H -0.9096 -2.9551 2.1082 0.197
H -2.4906 -2.5279 -0.3411 0.286
H -4.6263 -3.0593 -1.4263 0.374
H -6.7084 -1.8981 -0.7445 0.373
H -6.6381 -0.1873 1.0488 0.388
H -4.5247 0.3689 2.1595 0.330
C 3.1100 -0.9813 -0.8539 -1.714
C 2.4594 0.0910 -1.6882 0.906
O 1.3267 0.4945 -1.4312 0.211
C 3.2124 0.6651 -2.8434 0.752
C 4.5042 0.2408 -3.1788 -0.564
C 5.1677 0.8096 -4.2700 -0.844
C 4.5474 1.8009 -5.0292 -0.453
C 3.2622 2.2278 -4.7013 -0.827
C 2.5964 1.6623 -3.6123 -0.103
H 2.4221 -1.2839 -0.0580 0.232
H 4.0204 -0.5976 -0.3862 0.351
H 3.3252 -1.8604 -1.4669 0.359
H 5.0176 -0.5284 -2.6101 0.404
H 6.1709 0.4788 -4.5288 0.408
H 5.0659 2.2414 -5.8775 0.412
H 2.7764 3.0006 -5.2918 0.411
H 1.5924 2.0039 -3.3656 0.476
H 0.3405 -1.7519 -0.2896 -0.163
```

The frontier orbital gap (alpha / beta) comes out at 3.729 / 3.728 eV.

***

DFT (ωB97M-V with the def2-TZVPD basis set) results for 10 unconnected molecules or ions with the total composition C39H53F27O21S.

Structure (XYZ):
```
141
Properties=species:S:1:pos:R:3:mulliken_charge:R:1
C -1.0208 8.8990 6.4070 -1.168
C 0.2280 9.5806 6.8948 -0.139
O -0.0988 10.2496 8.0830 -0.173
C 0.7418 11.2023 8.6524 0.377
O 1.8396 11.5177 8.1399 -0.541
C 0.1803 11.8889 9.9486 0.844
F 0.0336 13.1570 9.7715 -0.231
F -0.9311 11.2982 10.2750 -0.248
F 0.9530 11.6726 10.9715 -0.250
H -1.9134 9.4985 6.5858 0.336
H -1.1285 7.9096 6.8516 0.281
H -1.0554 8.7525 5.3275 0.371
H 0.4646 10.2555 6.0722 0.268
H 1.0147 8.8485 7.0776 0.272
C -0.6794 9.7932 -4.2985 -1.000
C -0.6505 11.3640 -3.9381 -0.246
O 0.5959 11.7469 -3.3756 -0.250
C 1.7099 11.9488 -4.1359 0.363
O 1.8806 11.6679 -5.3634 -0.538
C 2.9088 12.6606 -3.4014 0.850
F 2.5875 12.8326 -2.1428 -0.239
F 4.0564 12.0121 -3.6274 -0.229
F 3.0130 13.8561 -3.8704 -0.250
H 0.2082 9.6235 -4.9080 0.291
H -1.5345 9.3853 -4.8376 0.350
H -0.4958 9.1130 -3.4668 0.309
H -1.3701 11.5788 -3.1481 0.262
H -0.9523 12.0123 -4.7607 0.328
C -6.6485 -3.7254 8.7420 -1.117
C -6.9724 -4.3452 7.3060 -0.263
O -8.2154 -3.9247 6.8781 -0.293
C -8.2765 -2.8210 6.1275 0.438
O -7.3389 -2.1095 5.7001 -0.540
C -9.7153 -2.4636 5.6730 0.803
F -10.6237 -3.0983 6.4946 -0.253
F -9.9430 -1.1377 5.7855 -0.231
F -9.9393 -2.9199 4.4400 -0.224
H -7.5179 -3.7027 9.3991 0.323
H -6.3108 -2.6891 8.7300 0.311
H -5.8890 -4.2839 9.2890 0.366
H -6.9456 -5.4323 7.2310 0.348
H -6.2478 -4.0231 6.5580 0.331
C 1.8929 -11.8122 1.4542 -1.114
C 1.6969 -10.4299 2.1247 -0.225
O 0.5368 -10.5121 2.9203 -0.283
C -0.6467 -10.5075 2.3932 0.450
O -0.8378 -10.5847 1.1801 -0.564
C -1.8132 -10.5168 3.4027 0.827
F -2.5881 -9.4761 3.0764 -0.240
F -2.5219 -11.6474 3.2969 -0.240
F -1.4150 -10.4199 4.6602 -0.238
H 2.7836 -11.7706 0.8273 0.367
H 1.0622 -12.0802 0.8014 0.324
H 2.1331 -12.5854 2.1841 0.307
H 1.5624 -9.7914 1.2517 0.283
H 2.5522 -10.0682 2.6954 0.345
C 3.9825 0.0177 -5.0144 -1.122
C 4.2360 -1.4958 -5.0354 -0.173
O 3.7366 -1.9617 -6.2874 -0.318
C 4.5640 -2.2106 -7.4094 0.355
O 5.7004 -1.7182 -7.4621 -0.503
C 4.0583 -3.0529 -8.5661 0.839
F 2.7188 -3.0161 -8.6115 -0.222
F 4.5996 -2.5826 -9.7185 -0.223
F 4.4735 -4.3193 -8.3926 -0.235
H 3.7070 0.3439 -4.0115 0.357
H 3.1541 0.3820 -5.6220 0.318
H 4.8945 0.5999 -5.1464 0.306
H 3.7797 -2.0732 -4.2315 0.357
H 5.3130 -1.5678 -4.8833 0.265
C -2.4714 3.0496 -14.3160 -1.185
C -3.2894 2.8635 -13.0686 -0.167
O -2.5418 2.4450 -11.9870 -0.245
C -2.8123 2.8797 -10.7536 0.414
O -3.7559 3.6033 -10.4978 -0.539
C -1.8508 2.4102 -9.6706 0.863
F -2.4785 1.8505 -8.6403 -0.228
F -0.8642 1.6604 -10.1610 -0.230
F -1.2825 3.5183 -9.1400 -0.262
H -3.0133 3.4091 -15.1908 0.356
H -1.9870 2.1037 -14.5582 0.305
H -1.5638 3.6335 -14.1630 0.328
H -4.0799 2.1294 -13.2245 0.267
H -3.7810 3.8182 -12.8816 0.323
C 5.7688 6.9442 -0.1261 -1.020
C 5.5188 5.9294 1.0387 -0.271
O 5.7934 6.5599 2.2937 -0.283
C 7.0513 6.5638 2.8049 0.372
O 8.0577 5.9780 2.3473 -0.531
C 7.3297 7.5072 3.9819 0.867
F 7.7687 6.8100 5.0411 -0.251
F 8.2948 8.3503 3.6711 -0.242
F 6.2601 8.1922 4.3922 -0.240
H 5.0633 7.7616 0.0232 0.282
H 5.4037 6.4781 -1.0412 0.371
H 6.8063 7.2587 -0.2396 0.314
H 6.0491 4.9844 0.9211 0.330
H 4.4802 5.6031 1.0932 0.302
C 7.8122 -3.2074 1.9433 -0.972
C 8.2864 -4.6559 2.1270 -0.314
O 9.3961 -4.8021 1.2577 -0.282
C 10.6783 -4.5418 1.7622 0.297
O 10.9758 -3.9241 2.8505 -0.501
C 11.7172 -4.8340 0.6104 0.874
F 11.8054 -6.1510 0.2385 -0.246
F 11.5055 -4.0740 -0.4490 -0.219
F 12.9539 -4.5473 1.1213 -0.240
H 7.1820 -3.1620 1.0551 0.288
H 8.6130 -2.4907 1.7614 0.302
H 7.2762 -2.8799 2.8341 0.325
H 7.5049 -5.4158 2.1248 0.393
H 8.6353 -4.8825 3.1345 0.294
C -0.3202 -2.9435 3.3591 -1.241
C -0.5535 -2.3599 1.9654 -0.092
O -0.8490 -0.9970 2.0779 -0.244
C -1.0256 -0.1976 0.9693 0.232
O -0.8372 -0.5912 -0.1595 -0.518
C -1.4029 1.2504 1.3478 0.948
F -1.1861 1.9938 0.2656 -0.207
F -2.7331 1.2760 1.6490 -0.232
F -0.6421 1.5040 2.4453 -0.224
H 0.5459 -2.5495 3.8909 0.331
H -0.2103 -4.0273 3.3945 0.357
H -1.1301 -2.5825 3.9929 0.330
H -1.4629 -2.8291 1.5899 0.279
H 0.3543 -2.5745 1.4016 0.283
C -7.9360 -7.7637 -0.7009 -1.051
C -8.4232 -9.2336 -1.0673 -0.338
O -8.6175 -10.1011 0.0487 -0.284
S -9.9658 -9.9663 0.9201 1.162
C -11.0092 -10.9243 -0.2013 -0.898
O -9.9224 -10.8179 2.1724 -0.599
O -10.4847 -8.5900 0.9152 -0.584
H -7.6622 -7.2582 -1.6269 0.356
H -6.9500 -7.8060 -0.2382 0.296
H -8.5441 -7.1184 -0.0669 0.313
H -9.2957 -9.2022 -1.7197 0.255
H -7.7029 -9.7126 -1.7305 0.403
H -12.0480 -10.6606 -0.0025 0.327
H -10.7472 -11.9569 0.0293 0.323
H -10.7713 -10.7794 -1.2551 0.319
```

The frontier orbital gap comes out at 11.218 eV. The value obtained for the relative energy (zero: lowest compared OMol25 entry of this formula, charge and spin) is 579.65 kJ/mol.

***

It is found that the max |F| values, taken in the order of the records, are 1.93, 1.04, 7.11, 6.80 eV/Å.